[1]
This record from the OMol25 dataset describes C7H15CaN7O9 as an isolated structure. The level of theory is ωB97M-V/def2-TZVPD.

Each line ends with the natural charge from an NBO analysis.
Cartesian coordinates (Å):
Ca: 1.26760 0.35303 0.10788  1.785
C: 3.24434 -0.19938 -1.78803  0.894
O: 2.17255 -0.94778 -1.79368  -0.991
O: 3.92789 0.02205 -2.86106  -0.910
O: 3.50621 0.38997 -0.68561  -0.872
C: 2.50484 1.95739 1.95357  0.920
O: 3.60146 2.57188 2.17338  -0.864
O: 1.50273 2.41786 1.25866  -0.986
O: 2.52592 0.64910 2.11555  -0.976
C: -1.63527 0.32797 2.67878  0.772
O: -0.58794 0.32306 2.09577  -0.579
N: -2.33511 1.47310 2.93975  -0.868
N: -2.23468 -0.84419 3.12161  -0.884
H: -1.90766 2.32464 2.61511  0.427
H: -3.13580 1.51613 3.53856  0.366
H: -1.61496 -1.63387 3.07579  0.402
H: -3.02766 -0.87013 3.73381  0.366
C: 0.89788 2.49239 -2.62042  0.792
O: 0.39628 1.93390 -1.65174  -0.704
N: 1.94134 2.00164 -3.33073  -0.841
N: 0.33771 3.66023 -3.11610  -0.866
H: 2.35893 1.08923 -3.10352  0.476
H: 2.51476 2.67140 -3.81037  0.369
H: 0.54833 4.02912 -4.02394  0.366
H: -0.60183 3.80300 -2.79081  0.381
C: 0.34040 -2.76831 1.30767  0.784
O: 1.04663 -1.87933 0.91718  -0.590
N: 0.68489 -3.49729 2.43875  -0.880
N: -0.75061 -3.27538 0.63778  -0.869
H: 0.07970 -4.17148 2.86509  0.363
H: 1.57470 -3.27499 2.84809  0.424
H: -1.39584 -3.88018 1.10694  0.366
H: -0.97726 -2.82905 -0.23104  0.417
C: -3.17817 -1.12832 -2.22447  -0.711
C: -2.04316 -0.75286 -1.39106  0.274
N: -1.13443 -0.45042 -0.76364  -0.288
H: -3.35923 -0.31798 -2.93174  0.251
H: -4.06190 -1.25978 -1.60237  0.236
H: -2.99361 -2.02638 -2.80938  0.246

Summary:
LUMO: 3.851 eV
net charge: -2
gap between HOMO and LUMO: 2.54 eV

***

[2]
This record from the OMol25 dataset describes C27H30NO6RhS2 as an isolated structure. The level of theory is ωB97M-V/def2-TZVPD.

Each line ends with the natural charge from an NBO analysis.
Cartesian coordinates (Å):
Rh: -0.72261 1.37978 -1.12089  1.045
O: -1.86827 4.94118 0.72084  -0.636
C: -1.81243 3.75080 0.47846  0.796
O: -1.22017 3.23653 -0.55298  -0.748
C: -2.42282 2.76748 1.48834  -0.347
C: -1.29140 1.92417 2.10612  0.094
C: -1.79336 1.17382 3.34673  -0.430
C: -2.69129 0.07628 2.70961  -0.419
C: -2.52288 0.38586 1.21832  0.087
O: -1.15904 0.84211 1.15045  -0.579
C: -3.30016 1.64897 0.86666  -0.365
C: -3.45394 1.80222 -0.66102  0.804
O: -4.24193 2.61317 -1.08574  -0.598
O: -2.71301 0.96911 -1.36665  -0.730
H: -2.93691 3.39722 2.20947  0.244
H: -0.35069 2.45371 2.23745  0.211
H: -2.33419 1.83580 4.02089  0.222
H: -0.95571 0.73254 3.88796  0.210
H: -3.73451 0.14660 3.01214  0.218
H: -2.33201 -0.92633 2.94323  0.207
H: -2.67109 -0.43908 0.53122  0.234
H: -4.31431 1.63497 1.26341  0.241
C: 3.10275 -2.95306 2.36452  -0.594
C: 1.58782 -2.96901 2.12156  -0.105
C: 1.00243 -4.32029 2.55933  -0.597
C: 0.94073 -1.87794 2.97696  -0.602
C: 1.31988 -2.76546 0.63065  0.107
C: 1.75470 -3.73585 -0.29528  -0.247
C: 1.52991 -3.60867 -1.64996  -0.189
C: 0.86647 -2.47292 -2.10675  -0.246
S: 0.46580 -1.99246 -3.73041  0.437
C: -0.14549 -0.49591 -3.12690  0.147
N: -0.11906 -0.39077 -1.82727  -0.460
C: 0.45439 -1.49103 -1.21327  0.190
C: 0.66535 -1.64350 0.15696  -0.317
C: -0.57193 0.67122 -3.86631  -0.242
C: -0.72832 0.76654 -5.24788  -0.162
C: -1.16762 1.95724 -5.79135  -0.240
C: -1.43317 3.04997 -4.96780  -0.158
C: -1.26322 2.96891 -3.59121  -0.280
C: -0.83316 1.77457 -3.04558  0.161
H: 3.32059 -3.15821 3.41477  0.213
H: 3.52020 -1.97539 2.11074  0.203
H: 3.61322 -3.70361 1.75922  0.210
H: 1.13933 -4.45871 3.63346  0.211
H: 1.48160 -5.15524 2.04752  0.208
H: -0.06673 -4.35633 2.34236  0.216
H: 1.10924 -2.09902 4.03213  0.218
H: -0.13757 -1.83181 2.81102  0.214
H: 1.36400 -0.89172 2.77264  0.201
H: 2.28438 -4.61368 0.05166  0.218
H: 1.87118 -4.37033 -2.33891  0.226
H: 0.30046 -0.86362 0.81273  0.256
H: -0.52664 -0.09467 -5.87632  0.208
H: -1.31612 2.03993 -6.85999  0.215
H: -1.79263 3.97363 -5.40356  0.217
H: -1.46711 3.81816 -2.95332  0.257
C: 2.69441 1.62159 1.02623  -0.831
S: 2.76308 1.97574 -0.72882  1.313
C: 3.38527 0.37505 -1.24610  -0.835
O: 1.33628 2.04338 -1.17707  -0.960
H: 3.68919 1.36240 1.38849  0.238
H: 1.98937 0.80351 1.17758  0.239
H: 2.34193 2.52413 1.52263  0.253
H: 4.39070 0.23793 -0.84747  0.238
H: 3.41513 0.38130 -2.33487  0.250
H: 2.71170 -0.40295 -0.89077  0.244

Summary:
LUMO: -0.322 eV
net charge: 0
relative energy (zero: lowest compared OMol25 entry of this formula, charge and spin): 17.5 kcal/mol
gap between HOMO and LUMO: 8.12 eV

***

[3]
This record from the OMol25 dataset describes C30H41BN11OPPd as an isolated structure. The level of theory is ωB97M-V/def2-TZVPD.

Each line ends with the Löwdin spin population.
Cartesian coordinates (Å):
Pd: -0.33940 -0.54783 1.00981  0.836
C: -0.80538 -2.74423 -2.80460  0.002
C: -0.60418 -1.57231 -2.08007  0.005
N: -0.72275 -1.81807 -0.78219  0.070
N: -1.01528 -3.12744 -0.62967  0.004
C: -1.07008 -3.70443 -1.85005  0.000
B: -1.54624 -3.63002 0.74707  0.000
N: -0.47033 -3.51899 1.86106  0.000
C: -0.21398 -4.40081 2.84585  0.003
C: 0.65259 -3.81838 3.74703  0.002
C: 0.88942 -2.54540 3.23532  0.005
N: 0.22437 -2.39075 2.09483  0.034
N: -2.67557 -2.61133 1.10704  0.011
C: -4.00967 -2.75881 1.01890  0.001
C: -4.60163 -1.52531 1.20377  0.005
C: -3.53363 -0.64807 1.38851  0.009
N: -2.38920 -1.32114 1.33596  0.151
N: -2.09407 -5.04448 0.74275  0.000
C: -2.88420 -5.59591 1.71007  0.000
C: -3.03373 -6.92649 1.43130  0.000
C: -2.27469 -7.12305 0.26203  0.000
N: -1.71345 -5.99859 -0.13338  0.000
H: -0.76331 -2.87958 -3.87046  0.000
H: -0.42528 -0.56835 -2.43122  0.000
H: -1.29635 -4.74682 -1.94649  0.000
H: -0.63994 -5.38851 2.84259  0.000
H: 1.05509 -4.25165 4.64472  0.000
H: 1.49988 -1.75047 3.62952  0.000
H: -4.45615 -3.71888 0.82859  0.001
H: -5.65155 -1.29413 1.20138  0.001
H: -3.54359 0.41689 1.55245  0.000
H: -3.26023 -5.00715 2.53139  0.000
H: -3.60600 -7.65693 1.97561  0.000
H: -2.11116 -8.03233 -0.29227  0.000
C: 1.88900 2.35269 4.21163  0.010
C: 0.56585 2.50713 3.82114  -0.008
C: 0.02879 1.67434 2.84707  -0.013
C: 0.82845 0.69232 2.28938  -0.123
C: 2.14841 0.53488 2.65518  -0.011
C: 2.67914 1.37189 3.63154  -0.007
H: 2.30555 3.01130 4.96232  0.000
H: -0.05196 3.27104 4.27437  -0.001
H: -0.99999 1.80618 2.53031  -0.003
H: 2.78000 -0.22384 2.20563  -0.002
H: 3.70852 1.24496 3.93869  -0.001
O: -0.28595 1.35482 -0.29532  0.002
P: 0.56130 2.07946 -1.29860  0.000
N: 1.95495 1.24938 -1.67630  0.002
C: 2.41886 0.06796 -0.93081  0.008
C: 3.95251 0.17646 -0.87024  0.001
C: 4.25995 1.61672 -1.28709  0.000
C: 3.12660 1.91516 -2.26346  0.000
N: 1.07572 3.59322 -0.81373  0.000
C: 0.19236 4.76598 -0.94587  0.000
C: 0.03150 5.27319 0.48314  0.000
C: 1.43607 5.05584 1.04604  0.000
C: 1.85315 3.71297 0.43569  0.000
N: -0.27686 2.38678 -2.68147  0.000
C: 0.18680 2.13672 -4.04854  0.000
C: -0.98492 1.40744 -4.75067  0.000
C: -2.05107 1.21746 -3.65907  0.000
C: -1.74207 2.35695 -2.69317  0.000
H: 2.13137 -0.85092 -1.43609  0.000
H: 1.95768 0.04251 0.06633  0.005
H: 4.39014 -0.51402 -1.59137  0.000
H: 4.34056 -0.06987 0.11668  0.000
H: 5.23911 1.71779 -1.75159  0.000
H: 4.21308 2.27685 -0.42219  0.000
H: 3.35536 1.45507 -3.23111  0.000
H: 2.92834 2.97569 -2.40816  0.000
H: -0.74814 4.49750 -1.42062  0.000
H: 0.69074 5.52301 -1.55965  0.000
H: -0.69503 4.65624 1.01787  0.000
H: -0.28774 6.31342 0.51695  0.000
H: 1.46993 5.03511 2.13344  0.000
H: 2.09524 5.84865 0.68875  0.000
H: 1.61818 2.88453 1.10445  0.000
H: 2.92339 3.69127 0.22599  0.000
H: 1.10481 1.55087 -4.03410  0.000
H: 0.39740 3.08683 -4.54639  0.000
H: -0.67176 0.45624 -5.17750  0.000
H: -1.37503 2.02902 -5.55536  0.000
H: -1.91267 0.26398 -3.14618  0.000
H: -3.06624 1.25702 -4.05012  0.000
H: -2.13598 2.21077 -1.68906  0.000
H: -2.12376 3.30278 -3.09589  0.000

Summary:
⟨S²⟩: 0.815
LUMO (alpha / beta): -4.407 / -4.853 eV
net charge: +1
relative energy (zero: lowest compared OMol25 entry of this formula, charge and spin): 12.8 kcal/mol
multiplicity: 2
gap between HOMO and LUMO (alpha / beta): 7.07 / 6.63 eV

***

[4]
This record from the OMol25 dataset describes an isolated molecule of C3H5NO2. The level of theory is ωB97M-V/def2-TZVPD.

Each line ends with the natural charge from an NBO analysis.
Cartesian coordinates (Å):
C: -0.63716 1.59413 -0.00323  -0.436
N: -0.00677 0.30029 -0.03200  -0.497
C: 1.41969 0.25268 0.01769  0.560
O: 2.06492 -0.76257 -0.02760  -0.544
C: -0.76364 -0.87881 0.03508  0.541
O: -1.97296 -0.88854 -0.02051  -0.562
H: -0.34876 2.21513 -0.85340  0.207
H: -0.40388 2.12429 0.90227  0.202
H: -1.71919 1.43223 0.00286  0.253
H: 1.80513 1.30478 0.12126  0.120
H: -0.13490 -1.77753 0.13866  0.157

Summary:
LUMO: 0.707 eV
net charge: 0
relative energy (zero: lowest compared OMol25 entry of this formula, charge and spin): 13.8 kcal/mol
gap between HOMO and LUMO: 11.06 eV
SMILES: CN(C=O)C=O

***

[5]
This record from the OMol25 dataset describes C36H36As3MoOS4 as an isolated structure. The level of theory is ωB97M-V/def2-TZVPD.

Each line ends with the Mulliken charge.
Cartesian coordinates (Å):
Mo: -14.32645 4.60362 11.76770  0.294
C: -17.13609 6.52276 11.73731  -0.890
C: -16.27176 7.73444 12.02742  -1.781
As: -14.50666 7.02328 12.57178  1.059
C: -14.64713 6.57436 14.49339  1.300
C: -13.55111 5.95060 15.09497  -0.475
C: -13.60363 5.65328 16.45148  -1.011
C: -14.74198 6.07078 17.20458  -0.336
C: -15.78029 6.76871 16.62816  -0.877
C: -15.80473 6.94561 15.22916  -0.244
C: -13.29041 8.42129 12.49764  0.624
C: -11.90688 8.09133 12.37713  0.060
C: -10.90255 9.04668 12.42001  -0.897
C: -11.29550 10.36596 12.71027  -0.396
C: -12.64934 10.70579 12.77215  -0.781
C: -13.65362 9.73716 12.65892  -0.369
As: -16.24755 5.42757 10.40831  0.870
C: -15.98923 6.55691 8.79371  0.608
C: -17.01236 6.73269 7.94090  -0.544
C: -16.72807 7.49147 6.78203  -0.613
C: -15.51025 8.01385 6.51330  -0.706
C: -14.45950 7.71806 7.45272  -0.979
C: -14.70946 7.05158 8.59909  -0.207
C: -17.38917 3.93496 10.02065  0.869
C: -18.48784 3.73730 10.84266  -0.116
C: -19.40881 2.74807 10.51645  -0.815
C: -19.17681 1.92746 9.38702  -0.609
C: -18.10167 2.14983 8.60236  -0.699
C: -17.21285 3.21686 8.84283  -0.537
H: -18.15352 6.77558 11.46396  0.689
H: -17.23947 5.82814 12.58898  0.362
H: -16.56293 8.29438 12.86848  0.985
H: -16.09413 8.47375 11.23020  0.494
H: -12.59082 5.69101 14.54968  0.216
H: -12.73815 5.21664 16.86644  0.543
H: -14.71600 5.91040 18.35426  0.380
H: -16.52966 7.25198 17.20851  0.521
H: -16.65602 7.44143 14.75831  0.312
H: -11.53692 7.04939 12.24442  0.006
H: -9.86515 8.84100 12.27425  0.473
H: -10.52579 11.14716 12.84594  0.390
H: -12.84736 11.77690 12.99342  0.370
H: -14.74257 9.96235 12.82661  0.302
H: -18.00035 6.44877 8.16163  0.600
H: -17.51913 7.63975 6.02892  0.379
H: -15.34457 8.65215 5.65243  0.453
H: -13.51989 8.25883 7.39536  0.410
H: -13.86055 6.85605 9.26091  0.260
H: -18.66182 4.39625 11.70923  0.297
H: -20.26181 2.62838 11.11707  0.519
H: -19.91175 1.10520 9.15756  0.410
H: -17.92120 1.55866 7.69521  0.453
H: -16.38462 3.37722 8.14106  0.447
S: -12.46101 0.76253 8.81501  -0.075
As: -12.15555 2.51280 9.78505  0.504
S: -13.71422 3.97674 9.52177  -0.073
S: -12.07488 4.49318 12.42256  -0.162
S: -10.78936 3.16784 11.33235  -0.034
C: -16.89282 -1.01401 17.26182  -1.615
C: -16.54223 -0.18086 16.13417  0.852
C: -15.72205 0.98187 16.26942  -1.429
C: -15.50332 1.78205 15.17312  0.606
C: -14.91098 3.10945 15.41948  -0.841
C: -15.98282 1.29472 13.84941  1.215
C: -15.94071 2.12378 12.76629  -0.652
O: -15.33125 3.32508 12.72061  -0.251
C: -16.61360 0.00803 13.71505  0.784
C: -16.94384 -0.55350 12.34589  -1.350
C: -16.99140 -0.61970 14.86119  -0.982
H: -17.89296 -1.43156 17.16770  0.426
H: -16.81237 -0.52748 18.21848  0.417
H: -16.19959 -1.84519 17.23030  0.378
H: -15.42577 1.26135 17.27024  0.451
H: -13.94592 3.16619 14.92857  0.310
H: -14.79120 3.24462 16.45010  0.594
H: -15.52228 3.93759 15.02118  0.084
H: -16.25668 1.76931 11.76059  0.372
H: -17.41986 0.27024 11.78192  0.157
H: -17.54239 -1.44222 12.40727  0.435
H: -16.01501 -0.73563 11.80009  0.392
H: -17.53694 -1.58044 14.84408  0.413

Summary:
LUMO: -10.423 eV
net charge: +3
relative energy (zero: lowest compared OMol25 entry of this formula, charge and spin): 51.7 kcal/mol
gap between HOMO and LUMO: 5.77 eV

***

| no. | strongest force on any atom (eV/A) | DFT total energy (Eh) |
| --- | --- | --- |
| 1 | 3.65 | -2014.02480 |
| 2 | 1.34 | -2460.03312 |
| 3 | 1.69 | -2339.33011 |
| 4 | 1.56 | -322.55236 |
| 5 | 3.27 | -9835.92603 |